1.
20
Properties=species:S:1:pos:R:3:lowdin_charge:R:1 method="wB97M-V/def2-TZVPD" charge=0 smiles="C=CC[C@@H]1C=CCC1" homo_energy_ev=-8.3472 homo_lumo_gap_ev=9.4
C 0.943 -1.008 -0.977 -0.0604
C 0.372 -0.347 -2.040 -0.0592
C 0.836 0.818 1.252 -0.1969
C 0.453 -0.647 1.431 -0.1684
C -0.103 -1.331 0.154 -0.2677
C 0.091 1.874 1.432 -0.0184
C -1.267 -0.537 -0.462 -0.1780
C -0.672 0.531 -1.398 -0.1848
H 1.328 -1.211 1.711 0.1012
H 0.670 -0.404 -3.067 0.0871
H 1.814 0.981 0.854 0.0981
H -0.980 1.868 1.573 0.0673
H 0.515 2.865 1.312 0.0627
H -0.199 1.345 -0.865 0.0758
H -0.262 -0.659 2.221 0.0973
H -1.877 -1.241 -0.984 0.0989
H 1.977 -1.246 -0.735 0.1015
H -0.212 -2.392 0.340 0.1302
H -1.450 0.908 -2.046 0.1009
H -1.977 -0.165 0.294 0.1129


2.
37
Properties=species:S:1:pos:R:3:lowdin_charge:R:1 method="wB97M-V/def2-TZVPD" charge=+1 homo_energy_ev=-10.6298 homo_lumo_gap_ev=2.8
Br -2.552 -2.219 -0.970 0.5153
Ca -4.436 0.483 0.308 1.3036
Cl 1.406 5.631 -0.162 0.7743
Al 3.838 7.328 -0.203 0.0796
Mg -3.079 -0.774 3.258 0.8719
F 2.277 7.614 -1.055 -0.1602
F 4.239 5.573 -0.255 -0.2346
F 3.692 7.860 1.512 -0.2442
F 5.144 8.267 -1.013 -0.2339
F 2.120 4.208 -2.050 -0.0045
F 2.916 2.143 -2.910 0.0628
F 2.513 2.383 -0.583 0.0350
F 0.690 2.313 -2.102 0.0121
N -2.128 0.302 0.229 -0.2864
N -2.256 -5.216 1.923 0.1159
N 0.535 -2.501 -1.385 0.0013
C -1.254 1.500 0.659 -0.0198
C -1.192 -0.891 0.200 -0.4830
C 0.910 -3.305 -0.188 -0.0655
C -0.863 -1.778 1.581 -0.1023
C -1.802 -5.872 1.076 -0.2742
C -1.227 -6.702 0.004 -0.0614
C 0.228 -2.986 1.254 -0.0448
C -0.438 -1.397 -1.152 -0.3109
B 2.060 2.762 -1.911 -1.0605
H 0.562 -3.672 2.167 0.1059
H -1.341 -1.565 2.626 -0.0812
H 1.711 -4.174 -0.322 0.1353
H -2.001 -7.258 -0.536 0.0888
H -0.517 -7.437 0.398 0.0897
H -1.701 2.521 0.281 0.1291
H -0.690 -6.096 -0.734 0.0735
H -1.124 1.557 1.821 0.1185
H -0.162 1.408 0.187 0.1528
H -2.906 0.227 0.924 -0.2263
H -0.717 -0.764 -2.128 0.1346
H -2.452 0.526 -0.747 0.0937